A structure of composition C37H28AuN2O2P2S2Te, computed with wB97M-V/def2-TZVPD.

```
75
Properties=species:S:1:pos:R:3:mulliken_charge:R:1
Au -0.15022 0.97991 -0.35975 0.165
Te 4.09290 -1.62686 0.99281 0.341
C 5.79914 -0.45738 0.56417 0.183
C 5.84300 0.88715 0.91257 0.184
C 6.97059 1.62273 0.59050 -0.405
N 8.03671 1.12227 -0.03044 -0.695
C 7.98591 -0.16389 -0.34878 -0.384
C 6.90597 -0.98994 -0.07729 -0.362
C 2.69847 -0.36735 0.08983 -0.763
P 1.46528 0.29125 1.12813 0.833
C 2.26631 1.43648 2.29568 0.533
C 2.49435 2.73685 1.85094 -0.579
C 3.27139 3.61080 2.59110 -0.584
C 3.84276 3.18693 3.78470 -0.458
C 3.61915 1.89665 4.23685 -0.706
C 2.83015 1.02434 3.49831 -0.237
C 0.74329 -0.99529 2.21090 0.674
C 0.75399 -2.31920 1.78726 0.184
C 0.12212 -3.30213 2.53287 -0.753
C -0.53198 -2.97040 3.70858 -0.516
C -0.55571 -1.64964 4.13485 -0.607
C 0.07316 -0.66865 3.38810 -0.584
P 2.12820 -0.56551 -1.57458 0.179
C 1.51177 -2.28411 -1.81986 0.186
C 2.25820 -3.44333 -1.60129 0.255
C 1.68400 -4.69446 -1.74300 -0.785
C 0.34728 -4.81204 -2.10873 -0.510
C -0.40417 -3.66934 -2.33290 -0.612
C 0.17815 -2.41840 -2.19008 -0.339
C 3.68392 -0.56512 -2.54760 0.429
C 4.50850 0.55180 -2.39647 -0.622
C 5.65407 0.70473 -3.15174 -0.536
C 6.00176 -0.25889 -4.09105 -0.565
C 5.17940 -1.35955 -4.27199 -0.636
C 4.02432 -1.50467 -3.51443 -0.413
H 5.00858 1.35875 1.40986 0.155
H 7.02178 2.67353 0.85122 0.389
H 8.85149 -0.56023 -0.86776 0.379
H 6.92579 -2.02439 -0.38995 0.368
H 2.06150 3.05728 0.90932 0.280
H 3.43632 4.61839 2.23587 0.403
H 4.46678 3.86141 4.35723 0.364
H 4.06513 1.56063 5.16292 0.390
H 2.66399 0.01641 3.85728 0.346
H 1.25151 -2.58064 0.86006 -0.165
H 0.13795 -4.32707 2.18773 0.452
H -1.02794 -3.73586 4.28987 0.375
H -1.07110 -1.38341 5.04707 0.393
H 0.03864 0.36154 3.72014 0.458
H 3.30180 -3.36178 -1.31203 0.356
H 2.28025 -5.58194 -1.57148 0.397
H -0.10210 -5.78999 -2.21931 0.381
H -1.44541 -3.74740 -2.61679 0.422
H -0.41974 -1.52331 -2.36700 0.224
H 4.24417 1.29822 -1.65677 0.299
H 6.28474 1.57274 -3.00273 0.385
H 6.90575 -0.15017 -4.67461 0.378
H 5.43252 -2.11207 -5.00867 0.406
H 3.38670 -2.36376 -3.68295 0.340
O -5.25216 3.55254 0.66238 -0.653
S -4.19731 4.08822 -0.15206 1.135
O -3.67669 5.38843 0.16153 -0.645
N -2.97860 2.98954 -0.27870 -0.419
C -2.89317 2.50904 -1.47361 0.856
S -1.79196 1.32498 -2.01256 -0.605
C -3.86663 3.07768 -2.46278 0.161
C -4.00107 2.81936 -3.81499 -0.523
C -4.94695 3.54218 -4.52876 -0.631
C -5.73744 4.50252 -3.90328 -0.410
C -5.60532 4.75523 -2.54318 -0.563
C -4.66490 4.02009 -1.85437 0.074
H -3.37569 2.07653 -4.29261 0.399
H -5.06239 3.36733 -5.58947 0.377
H -6.45839 5.06204 -4.48355 0.373
H -6.21041 5.49704 -2.04527 0.406
```

Output
- Net charge: -1
- Maximum force: 0.5 eV Å⁻¹
- Total energy: -3569.643655 hartree
- HOMO-LUMO gap: 6.971 eV